(1)
Computed, not measured: a structure of composition C44H54AsBrF4LaNO8P2S3 in a non-equilibrium geometry, with wB97M-V/def2-TZVPD.

Results
LUMO level = 0.24 eV
Highest occupied orbital energy = -8.3 eV
Charge = 0

Each line ends with the Mulliken charge.
Positions of all 119 atoms, in Å:
La (-0.0280, -0.0498, -0.1157)  2.37
O (1.6743, -3.4588, 2.5321)  -0.74
As (1.9374, -2.1244, 1.3785)  0.25
O (1.7151, 1.1461, 1.4721)  -0.59
O (0.2571, -1.8699, 0.9628)  0.10
C (2.3370, -3.2547, -0.2256)  -0.40
C (2.3041, -4.6407, -0.1344)  -0.35
C (2.4784, -5.4374, -1.2605)  -0.64
C (2.7259, -4.8680, -2.5053)  -0.64
C (2.7757, -3.4901, -2.6362)  -0.84
C (2.5627, -2.6972, -1.5066)  0.40
S (2.5041, -0.9451, -1.7506)  1.41
O (3.3539, -0.5758, -2.8379)  -0.71
O (2.8618, -0.3711, -0.4580)  -0.45
O (1.0631, -0.6028, -1.9680)  -0.61
H (0.7633, -3.7630, 2.3809)  0.23
H (2.1506, -5.0915, 0.8359)  0.55
H (2.4377, -6.5175, -1.1634)  0.42
H (2.8785, -5.4987, -3.3731)  0.40
H (2.9864, -3.0162, -3.5877)  0.49
F (1.2084, 7.5703, -0.3990)  -0.31
C (0.7394, 6.4217, 0.0486)  0.61
C (-0.0936, 6.3812, 1.1288)  0.47
F (-0.4445, 7.5068, 1.7262)  -0.31
C (-0.5633, 5.1742, 1.5936)  -0.19
F (-1.3904, 5.2982, 2.6341)  -0.49
C (-0.2240, 3.9400, 1.0377)  0.40
P (-0.9308, 2.3128, 1.7239)  0.15
C (-2.6680, 2.9509, 1.9701)  1.06
C (-3.3027, 2.8573, 3.2053)  -0.22
C (-4.5949, 3.3420, 3.3940)  -0.83
C (-5.2739, 3.9480, 2.3471)  -0.59
C (-4.6577, 4.0465, 1.1041)  -0.97
C (-3.3721, 3.5506, 0.9129)  -0.59
C (-0.3264, 2.2078, 3.4737)  1.19
C (0.1568, 0.9478, 3.8411)  0.33
C (0.6120, 0.6799, 5.1265)  -1.02
C (0.5816, 1.6770, 6.0896)  -0.90
C (0.0872, 2.9338, 5.7549)  -0.90
C (-0.3619, 3.1960, 4.4640)  -0.48
C (0.6031, 4.0456, -0.0992)  -0.25
Br (1.2076, 2.6521, -1.1822)  -0.06
C (1.0747, 5.2482, -0.5655)  0.38
F (1.8798, 5.3222, -1.6299)  -0.32
H (-2.7803, 2.4298, 4.0463)  0.20
H (-5.0647, 3.2535, 4.3713)  0.44
H (-6.2710, 4.3540, 2.5013)  0.38
H (-5.1838, 4.5063, 0.2706)  0.45
H (-2.9080, 3.6266, -0.0584)  0.45
H (0.1896, 0.1529, 3.1204)  -0.28
H (0.9892, -0.3103, 5.3645)  0.55
H (0.9308, 1.4768, 7.0983)  0.38
H (0.0445, 3.7193, 6.5022)  0.40
H (-0.7528, 4.1839, 4.2501)  0.46
O (-1.7297, -0.4839, -2.0194)  -0.60
S (-2.2679, 0.9069, -1.9184)  -0.02
N (-1.5707, 1.7336, -0.9341)  -0.31
C (4.2777, 0.6529, 2.1320)  -0.93
S (3.1341, 1.6874, 1.2245)  0.62
C (3.1989, 3.0638, 2.3449)  -0.82
H (5.0648, 1.2919, 2.5357)  0.53
H (4.6936, -0.0728, 1.4367)  0.28
H (3.7231, 0.1402, 2.9201)  0.19
H (2.8327, 2.7228, 3.3250)  0.20
H (2.5416, 3.8392, 1.9448)  0.10
H (4.2286, 3.4376, 2.4039)  0.57
O (-2.2995, -0.8958, 0.7813)  -0.71
P (-3.1586, -2.1502, 0.9674)  -0.17
C (-2.4860, -3.4969, -0.0626)  0.59
C (-2.6382, -3.3063, -1.5868)  -0.88
C (-3.9425, -3.8758, -2.1621)  -0.24
C (-4.1474, -5.3376, -1.7625)  -1.26
C (-4.1257, -5.4827, -0.2424)  -0.41
C (-2.8114, -4.9568, 0.3337)  -0.87
C (-4.8366, -1.6836, 0.4462)  1.86
C (-6.0181, -2.6690, 0.7036)  -0.75
C (-7.3446, -1.9247, 0.9043)  -1.01
C (-7.4735, -0.8115, -0.1355)  -0.80
C (-6.3842, 0.2673, 0.0827)  -0.77
C (-5.1909, -0.2497, 0.9073)  -0.73
C (-2.8889, -2.8934, 2.6303)  0.27
C (-4.0901, -3.5586, 3.3296)  -2.32
C (-5.0415, -2.5426, 3.9651)  0.32
C (-4.2823, -1.6314, 4.9317)  -1.61
C (-3.1249, -0.9324, 4.2170)  1.18
C (-2.1693, -1.9416, 3.5966)  -1.03
H (-1.4377, -3.3142, 0.1815)  -0.76
H (-1.8014, -3.8351, -2.0621)  0.64
H (-2.5280, -2.2630, -1.8522)  -0.04
H (-3.9122, -3.7823, -3.2487)  0.54
H (-4.8063, -3.2923, -1.8210)  -0.07
H (-3.3392, -5.9447, -2.1924)  0.41
H (-5.0880, -5.7186, -2.1672)  0.49
H (-4.2509, -6.5292, 0.0427)  0.47
H (-4.9671, -4.9316, 0.1900)  0.02
H (-1.9954, -5.5780, -0.0589)  0.68
H (-2.8090, -5.0944, 1.4180)  0.36
H (-4.6574, -1.6131, -0.6345)  0.59
H (-5.8307, -3.3151, 1.5617)  -0.26
H (-6.1344, -3.3231, -0.1637)  0.77
H (-7.3978, -1.4950, 1.9138)  0.28
H (-8.1703, -2.6343, 0.8185)  0.55
H (-8.4651, -0.3620, -0.0929)  0.47
H (-7.3702, -1.2569, -1.1326)  0.36
H (-6.8081, 1.1305, 0.5930)  0.55
H (-6.0135, 0.6196, -0.8873)  0.22
H (-5.4364, -0.2366, 1.9765)  0.25
H (-4.3390, 0.4124, 0.7773)  -0.27
H (-2.1707, -3.6717, 2.3744)  1.22
H (-3.6905, -4.1985, 4.1249)  0.63
H (-4.6263, -4.2209, 2.6428)  0.42
H (-5.8492, -3.0641, 4.4806)  0.41
H (-5.5007, -1.9231, 3.1858)  -0.48
H (-3.8825, -2.2335, 5.7591)  0.40
H (-4.9637, -0.8951, 5.3654)  0.50
H (-2.5776, -0.2980, 4.9149)  0.52
H (-3.5225, -0.2900, 3.4211)  -0.81
H (-1.7166, -2.5524, 4.3920)  0.67
H (-1.3621, -1.4428, 3.0727)  -0.41

---

(2)
Computed, not measured: a structure of composition C44H56Cl3N4O8PbSSi, with wB97M-V/def2-TZVPD.

Results
ΔE to the lowest compared entry with this formula, charge and spin = 13.8 kcal per mole
LUMO level (alpha / beta) = 0.23 / 0.29 eV
Highest occupied orbital energy (alpha / beta) = -5.2 / -5.6 eV
Charge = -1

Each line ends with the Mulliken charge.
Positions of all 118 atoms, in Å:
Pb (-0.6479, 0.2055, -0.7953)  1.54
O (-4.3610, 0.0517, -3.5922)  -0.74
C (-3.3952, -0.1856, -2.8774)  -0.26
N (-2.7776, 0.7017, -2.0515)  0.12
C (-3.3436, 1.8620, -1.6946)  0.09
C (-4.7380, 2.0710, -1.5522)  -0.23
C (-5.2138, 3.2760, -1.1220)  -0.89
C (-4.3338, 4.3491, -0.8282)  -0.80
C (-2.9867, 4.1999, -0.9696)  -0.29
C (-2.4405, 2.9559, -1.3949)  0.18
N (-1.1288, 2.7110, -1.4989)  0.33
C (-0.2522, 3.7114, -1.8210)  -0.62
O (-0.5412, 4.7049, -2.4759)  -0.72
C (1.1673, 3.5610, -1.3185)  0.53
C (2.0940, 4.5444, -1.6467)  -0.71
C (3.3434, 4.5005, -1.0547)  -0.66
C (3.6227, 3.4768, -0.1607)  -0.78
C (2.6491, 2.5205, 0.0768)  -0.46
N (1.4453, 2.5632, -0.4881)  1.09
C (-2.7498, -1.5440, -2.9095)  0.28
C (-3.3534, -2.5452, -3.6464)  -0.53
C (-2.7838, -3.8084, -3.6353)  -0.61
C (-1.6333, -4.0116, -2.9015)  -0.87
C (-1.0752, -2.9441, -2.2128)  -0.61
N (-1.6227, -1.7351, -2.2151)  0.58
H (-5.4145, 1.2559, -1.7657)  0.51
H (-6.2816, 3.4143, -0.9959)  0.37
H (-4.7414, 5.2957, -0.4938)  0.41
H (-2.3107, 5.0140, -0.7509)  0.49
H (1.8007, 5.3180, -2.3425)  0.56
H (4.0894, 5.2520, -1.2817)  0.41
H (4.5824, 3.4258, 0.3394)  0.50
H (2.8265, 1.6773, 0.7387)  0.16
H (-4.2504, -2.3089, -4.1995)  0.54
H (-3.2377, -4.6227, -4.1859)  0.41
H (-1.1818, -4.9901, -2.8352)  0.52
H (-0.1609, -3.0611, -1.6434)  0.62
C (1.4788, -0.4415, 2.6402)  -1.28
C (2.4493, -1.2744, 1.8197)  1.59
C (3.8892, -0.9990, 2.2447)  -1.52
C (2.1406, -2.7611, 1.9604)  -1.23
O (2.2714, -0.8439, 0.4548)  0.50
Si (2.7400, -1.3816, -1.0162)  -0.58
S (1.5337, -0.3023, -2.3646)  -0.88
O (2.5430, -3.0065, -1.1276)  0.67
C (3.1583, -3.9919, -1.9679)  1.76
C (3.4454, -3.4482, -3.3696)  -1.28
C (2.1733, -5.1471, -2.0695)  -1.79
C (4.4467, -4.4582, -1.2934)  -1.71
O (4.3622, -1.2105, -1.2406)  0.55
C (5.3273, -0.2226, -1.5881)  1.79
C (6.5842, -0.9816, -2.0016)  -1.89
C (4.8423, 0.6472, -2.7441)  -1.49
C (5.6294, 0.6403, -0.3649)  -0.81
H (1.5429, -0.7123, 3.6966)  0.57
H (0.4581, -0.6199, 2.2959)  -0.15
H (1.7049, 0.6250, 2.5326)  0.22
H (4.0397, -1.3192, 3.2785)  0.51
H (4.1174, 0.0665, 2.1684)  0.22
H (4.5769, -1.5530, 1.6007)  0.14
H (2.2042, -3.0642, 3.0072)  0.57
H (2.8492, -3.3496, 1.3741)  0.13
H (1.1357, -2.9632, 1.5890)  -0.09
H (2.5619, -2.9311, -3.7515)  0.25
H (3.7078, -4.2675, -4.0439)  0.53
H (4.2689, -2.7330, -3.3424)  -0.05
H (1.3134, -4.8413, -2.6631)  0.24
H (1.8302, -5.4351, -1.0727)  0.32
H (2.6477, -6.0063, -2.5499)  0.47
H (5.1106, -3.6054, -1.1463)  0.11
H (4.9518, -5.2048, -1.9129)  0.51
H (4.2204, -4.9002, -0.3194)  0.33
H (6.3835, -1.6015, -2.8781)  0.33
H (6.9160, -1.6302, -1.1872)  0.35
H (7.3868, -0.2795, -2.2415)  0.44
H (4.5587, 0.0215, -3.5937)  0.27
H (5.6300, 1.3414, -3.0501)  0.49
H (3.9564, 1.2122, -2.4527)  0.12
H (6.0840, 0.0393, 0.4257)  0.34
H (4.6987, 1.0646, 0.0167)  -0.59
H (6.3128, 1.4511, -0.6306)  0.59
Cl (-1.1408, -5.1236, 3.0206)  -0.19
C (-2.1585, -3.7323, 2.5644)  0.85
Cl (-3.8688, -4.2190, 2.6641)  -0.18
Cl (-1.8697, -2.4222, 3.7247)  -0.16
C (-1.8053, -3.3226, 1.0302)  -0.19
O (-2.0807, -4.2210, 0.2382)  -0.73
O (-1.3085, -2.1874, 0.9085)  -0.42
C (-4.3607, -0.7162, 0.7913)  -0.21
C (-5.1769, 0.1798, 1.7201)  0.50
C (-5.3856, -0.5406, 3.0663)  -1.48
C (-4.6255, 1.5564, 2.0368)  0.07
C (-5.5445, 2.5314, 2.3584)  -0.77
C (-5.1645, 3.7761, 2.8534)  -1.11
C (-3.8154, 4.0439, 3.1210)  -0.77
C (-2.8378, 3.1260, 2.8442)  0.26
C (-1.4176, 3.4121, 3.2707)  0.34
C (-0.4664, 3.5662, 2.0850)  -1.06
C (-0.9051, 2.3304, 4.2364)  -1.53
C (-3.1958, 1.8679, 2.1693)  0.51
O (-2.3061, 1.1065, 1.7412)  0.47
H (-4.9381, -1.6093, 0.5425)  0.59
H (-3.4314, -1.0278, 1.2610)  -0.53
H (-4.1007, -0.2025, -0.1329)  -0.51
H (-6.1606, 0.3380, 1.2681)  0.56
H (-4.4221, -0.6832, 3.5599)  0.24
H (-5.8273, -1.5251, 2.9008)  0.37
H (-6.0363, 0.0349, 3.7305)  0.42
H (-6.5992, 2.3060, 2.2438)  0.50
H (-5.9180, 4.5201, 3.0830)  0.39
H (-3.5367, 4.9864, 3.5790)  0.43
H (-1.4457, 4.3637, 3.8084)  0.67
H (-0.3794, 2.6261, 1.5490)  -0.10
H (0.5259, 3.8623, 2.4347)  0.62
H (-0.8255, 4.3283, 1.3862)  0.23
H (-0.9991, 1.3438, 3.7815)  0.08
H (-1.4675, 2.3417, 5.1737)  0.41
H (0.1493, 2.5014, 4.4674)  0.45